Entry 1:
Entry from OMol25: a cluster of 2 separate species, C9H14OS in total at a distorted geometry (ωB97M-V/def2-TZVPD).

Properties
- HOMO-LUMO gap (eV) = 8.8
- structure (SMILES) = Cc1ccc(O)cc1.CCS
- largest force on an atom (hartree/bohr) = 0.059

Structure (ORCA input):
```
! RIJCOSX wB97M-V def2-TZVPD def2/J DEFGRID3
* xyz 0 1
C 1.88 1.31 -0.24
C 0.90 0.77 -1.19
C 1.17 -0.46 -1.82
C 0.37 -0.90 -2.83
C -0.96 -0.35 -2.95
O -1.80 -0.86 -3.85
C -1.33 0.61 -2.04
C -0.33 1.39 -1.40
H 2.68 0.64 0.06
H 1.59 1.79 0.71
H 2.49 2.17 -0.55
H 2.08 -1.07 -1.59
H 0.57 -1.74 -3.46
H -2.74 -0.65 -3.79
H -2.42 0.72 -1.95
H -0.55 2.36 -1.00
C -0.63 -1.27 2.33
C -0.09 -0.69 3.68
S 0.19 1.09 3.55
H -0.17 -2.24 2.27
H -0.46 -0.72 1.42
H -1.73 -1.35 2.39
H -0.63 -1.07 4.54
H 0.96 -1.05 3.80
H -1.00 1.58 3.91
*
```


Entry 2:
Entry from OMol25: a structure of composition C9H11NO3S at a distorted geometry (ωB97M-V/def2-TZVPD).

Properties
- HOMO-LUMO gap (eV) = 9.5
- largest force on an atom (hartree/bohr) = 0.071

Structure (ORCA input):
```
! RIJCOSX wB97M-V def2-TZVPD def2/J DEFGRID3
* xyz 0 1
C -3.28 1.45 -0.27
C -3.11 1.01 1.03
C -2.69 0.72 -1.30
C -2.25 -0.07 1.30
C -1.91 -0.41 -1.03
C -1.59 -0.68 0.30
C 3.80 1.16 -0.39
C -0.68 -1.84 0.62
C 1.25 -0.12 -0.03
N 2.91 -0.10 -0.40
O 3.42 -1.06 0.30
O 2.78 -0.33 -1.85
O 0.60 0.79 -0.31
S 1.21 -1.65 0.56
H -3.84 2.38 -0.51
H -3.48 1.58 1.88
H -3.03 1.03 -2.30
H -1.99 -0.38 2.36
H -1.48 -0.89 -2.01
H 3.19 2.02 -0.01
H 4.52 0.98 0.34
H 4.26 1.27 -1.40
H -0.84 -2.00 1.78
H -0.96 -2.82 0.07
H 2.42 -1.16 -2.00
*
```


Entry 3:
Entry from OMol25: the ion C6H17N2 with charge +1 at a distorted geometry (ωB97M-V/def2-TZVPD).

Properties
- HOMO-LUMO gap (eV) = 10.4
- structure (SMILES) = CC(C)NC[C@@H](C)[NH3+]
- largest force on an atom (hartree/bohr) = 0.091

Structure (ORCA input):
```
! RIJCOSX wB97M-V def2-TZVPD def2/J DEFGRID3
* xyz 1 1
C -2.09 -1.16 1.33
C -0.99 -1.43 0.27
C -1.49 -1.08 -1.12
N 0.39 -0.94 0.57
C 0.48 0.45 0.93
C 0.89 1.21 -0.27
C 2.15 2.02 0.07
N 1.21 0.34 -1.50
H -2.97 -1.80 1.10
H -2.55 -0.17 1.36
H -1.88 -1.34 2.30
H -0.95 -2.53 0.33
H -2.56 -0.94 -1.36
H -1.10 -0.03 -1.41
H -1.24 -1.85 -1.84
H 0.82 -1.61 1.29
H -0.56 0.76 1.26
H 1.17 0.61 1.75
H 0.22 2.05 -0.65
H 2.84 1.48 0.71
H 2.68 2.66 -0.63
H 1.77 2.83 0.75
H 1.70 0.94 -2.17
H 1.81 -0.36 -1.11
H 0.26 -0.09 -1.95
*
```


Entry 4:
Entry from OMol25: a structure of composition C38H34CsNP2 (ωB97M-V/def2-TZVPD).

Properties
- HOMO-LUMO gap (eV) = 6.1
- largest force on an atom (hartree/bohr) = 0.004

Structure (ORCA input):
```
! RIJCOSX wB97M-V def2-TZVPD def2/J DEFGRID3
* xyz 0 1
Cs 0.03 0.32 -0.42
C 3.40 3.27 -2.97
C 3.60 2.67 -4.21
C 3.17 1.38 -4.41
C 2.56 0.66 -3.37
N 2.35 1.26 -2.19
C 2.76 2.51 -2.01
C 2.12 -0.76 -3.56
C 2.79 -1.52 -4.53
C 2.41 -2.82 -4.79
C 1.35 -3.37 -4.08
C 0.71 -2.60 -3.12
C 1.05 -1.27 -2.80
H 3.72 4.28 -2.76
H 4.07 3.22 -5.01
H 3.28 0.92 -5.39
H 2.55 2.94 -1.03
H 3.64 -1.11 -5.07
H 2.94 -3.41 -5.53
H 1.03 -4.38 -4.28
H -0.12 -3.07 -2.58
C -2.23 0.20 3.35
C -2.03 1.45 2.50
P -3.16 1.46 1.03
C -2.60 2.94 0.12
C -1.56 3.78 0.51
C -1.16 4.84 -0.29
C -1.80 5.08 -1.49
C -2.84 4.26 -1.90
C -3.23 3.19 -1.10
C -4.70 2.04 1.82
C -5.71 1.11 2.06
C -6.88 1.48 2.70
C -7.06 2.79 3.11
C -6.06 3.74 2.87
C -4.89 3.36 2.23
C -1.07 -0.03 4.33
P 0.41 -0.72 3.46
C -0.12 -2.46 3.24
C -0.10 -3.00 1.96
C -0.52 -4.31 1.73
C -0.96 -5.08 2.80
C -0.97 -4.55 4.08
C -0.55 -3.25 4.30
C 1.60 -0.91 4.84
C 1.37 -0.51 6.16
C 2.33 -0.71 7.14
C 3.54 -1.31 6.82
C 3.79 -1.71 5.51
C 2.83 -1.50 4.53
H -2.33 -0.68 2.70
H -3.17 0.28 3.89
H -1.01 1.49 2.12
H -2.18 2.35 3.10
H -1.05 3.62 1.46
H -0.35 5.48 0.03
H -1.49 5.91 -2.12
H -3.34 4.44 -2.84
H -4.03 2.54 -1.44
H -5.58 0.09 1.72
H -7.66 0.75 2.88
H -7.97 3.09 3.61
H -6.21 4.76 3.18
H -4.12 4.10 2.04
H -1.38 -0.71 5.13
H -0.79 0.92 4.79
H 0.27 -2.42 1.13
H -0.49 -4.72 0.73
H -1.28 -6.10 2.63
H -1.30 -5.16 4.91
H -0.55 -2.86 5.31
H 0.43 -0.05 6.43
H 2.13 -0.39 8.15
H 4.29 -1.46 7.59
H 4.73 -2.17 5.25
H 3.03 -1.81 3.51
*
```